No. 1
C2H2N6 | ωB97M-V/def2-TZVPD

Last column: Löwdin charge in e.
Cartesian coordinates (Å):
H -1.402 -1.810 -0.504  0.03
N -1.781 -0.897 -0.679  0.21
C -0.567 -0.590 -0.574  -0.53
N -0.349 0.768 -0.835  0.14
C 0.235 1.481 0.081  -0.14
N 0.569 1.008 1.383  0.07
N 0.873 -0.132 1.398  -0.02
N 1.328 -0.940 0.411  0.00
N 0.655 -1.423 -0.460  0.12
H 0.438 2.535 -0.222  0.12

## Properties
**Net charge**: 0
**Structure (SMILES)**: [H]/N=c1/ncnnnn1
**Calculated total energy**: -405.73049 Ha
**E_HOMO**: -10.0495 eV
**Multiplicity**: 1
**Energy relative to the best compared isomer or geometry (same formula, charge and spin)**: 3.417 eV

***

No. 2
C3H5NO2 | ωB97M-V/def2-TZVPD

Last column: Löwdin charge in e.
Cartesian coordinates (Å):
O -0.869 -2.144 -1.182  0.11
C -0.395 -1.161 -0.682  -0.56
N -0.434 -0.811 0.656  0.08
C -0.177 0.612 0.697  -0.17
C 0.900 0.696 -0.370  -0.14
O 0.278 -0.166 -1.363  0.01
H -1.200 -1.212 1.177  0.15
H -0.992 1.172 0.216  0.13
H -0.020 1.002 1.702  0.12
H 1.889 0.268 -0.187  0.13
H 1.020 1.744 -0.665  0.13

## Properties
**Net charge**: 0
**Structure (SMILES)**: O=C1NCCO1
**Calculated total energy**: -322.55678 Ha
**E_HOMO**: -10.1674 eV
**Multiplicity**: 1
**Energy relative to the best compared isomer or geometry (same formula, charge and spin)**: 0.478 eV

***

No. 3
C14H34F2NO8P | ωB97M-V/def2-TZVPD

Last column: Löwdin charge in e.
Cartesian coordinates (Å):
O -5.740 3.523 4.306  0.18
C -4.712 3.227 3.906  -0.66
F -4.229 3.854 2.823  0.13
N -3.884 2.250 4.396  -0.11
P -3.453 2.484 6.196  0.80
C -2.750 2.077 3.548  -0.63
O -2.721 1.279 2.743  0.23
F -1.705 2.871 3.700  0.13
H -3.208 1.089 6.260  0.01
H -4.763 2.906 6.488  0.01
H -2.445 3.424 5.894  0.01
H -3.111 2.591 7.599  -0.09
C -1.028 -0.622 -0.641  -0.10
O -1.693 -0.202 -1.823  -0.19
C -2.375 -1.265 -2.474  -0.20
C -3.854 -1.274 -2.136  -0.20
O -4.074 -1.530 -0.758  -0.19
C -4.286 -0.347 -0.003  -0.11
H -0.815 0.260 -0.037  0.08
H -1.637 -1.307 -0.048  0.09
H -0.080 -1.108 -0.902  0.08
H -1.914 -2.227 -2.229  0.12
H -2.265 -1.105 -3.551  0.13
H -4.338 -2.082 -2.693  0.12
H -4.325 -0.332 -2.433  0.13
H -5.319 -0.004 -0.126  0.09
H -3.604 0.455 -0.293  0.08
H -4.115 -0.580 1.046  0.08
C 1.009 3.205 0.214  -0.11
O 1.724 1.989 0.067  -0.20
C 2.075 1.709 -1.281  -0.20
C 3.508 2.101 -1.588  -0.20
O 3.709 3.504 -1.487  -0.19
C 4.266 3.898 -0.245  -0.11
H 1.064 3.502 1.262  0.09
H 1.431 4.005 -0.398  0.08
H -0.042 3.059 -0.056  0.09
H 1.380 2.198 -1.970  0.13
H 1.975 0.627 -1.417  0.12
H 3.734 1.822 -2.621  0.13
H 4.204 1.565 -0.936  0.13
H 5.348 3.723 -0.246  0.09
H 3.817 3.366 0.596  0.08
H 4.084 4.965 -0.118  0.09
C 3.234 -3.047 -0.136  -0.11
O 3.933 -3.104 -1.369  -0.19
C 4.183 -4.431 -1.810  -0.20
C 3.167 -4.887 -2.842  -0.20
O 1.858 -4.965 -2.297  -0.19
C 1.074 -3.818 -2.577  -0.12
H 2.809 -2.049 -0.037  0.08
H 2.424 -3.777 -0.091  0.08
H 3.925 -3.221 0.696  0.09
H 4.209 -5.122 -0.962  0.13
H 5.173 -4.432 -2.275  0.12
H 3.433 -5.894 -3.176  0.12
H 3.182 -4.228 -3.716  0.13
H 0.678 -3.880 -3.597  0.09
H 1.640 -2.890 -2.466  0.08
H 0.239 -3.799 -1.877  0.08

## Properties
**Net charge**: 0
**Structure (SMILES)**: O=C(F)N([PH4])C(=O)F.COCCOC.COCCOC.COCCOC
**Calculated total energy**: -1751.37845 Ha
**E_HOMO**: -9.0829 eV
**Multiplicity**: 1

***

Sequential Kohn-Sham gap output: 0.3270 0.4031 0.3424 Ha